Entry 1:
# C33H67As2CsN10OS2

A structure of composition C33H67As2CsN10OS2 at a distorted geometry (ωB97M-V with the def2-TZVPD basis set, the OMol25 dataset).

Output
DFT total energy ... -7208.378641 Ha
Gap between HOMO and LUMO ... 7.30 eV

```
116
Properties=species:S:1:pos:R:3:forces:R:3
C 6.27141 1.06102 1.52377 0.05 -0.03 0.08
H -3.47150 -1.33588 -3.89887 -0.02 0.00 0.00
C -1.18804 3.59203 0.10497 -0.08 -0.08 -0.05
H -4.93590 -4.66901 -3.76785 0.00 0.00 0.02
H 1.72814 2.85375 -2.59620 0.00 -0.02 0.01
H -1.99788 1.78891 2.26036 -0.09 0.06 -0.03
H 4.31430 0.23770 3.86158 -0.03 0.01 -0.03
H 0.75565 6.04193 4.06556 0.01 -0.02 -0.01
H -3.39329 0.79485 1.78214 0.02 0.03 0.03
H 0.00125 -2.10748 3.79854 0.01 0.00 -0.01
H 2.03866 1.34742 3.39854 -0.01 -0.01 0.00
H -5.12624 -1.68729 5.11212 0.03 -0.01 0.00
H -1.50520 6.44531 1.70476 0.00 0.02 -0.03
C -2.30072 0.80837 1.87488 -0.01 -0.09 -0.12
H -1.17508 -4.47532 -2.77076 -0.02 0.02 0.01
H 6.07621 -1.92405 1.18107 -0.01 0.04 0.02
C -2.21256 -4.77577 -2.57843 0.04 -0.06 -0.02
N -0.18634 4.99166 2.47806 0.08 0.01 0.07
H -5.79953 -1.32893 3.51756 0.00 -0.03 0.01
H -2.78287 -4.61790 -3.49152 0.02 -0.03 0.05
H -2.07344 3.74516 0.73683 -0.02 0.09 -0.04
C 2.58931 3.00500 -1.94427 -0.02 -0.01 0.07
H 3.15895 3.55645 3.63660 0.01 0.02 -0.02
H -1.95042 0.23657 -2.24297 0.00 0.03 -0.06
C 7.11557 2.06984 1.08906 -0.05 0.03 -0.01
H -2.38024 -3.32458 5.72262 0.01 0.02 0.01
H 2.31334 -6.83539 -3.19036 -0.01 0.07 -0.04
C -0.88993 -2.65413 3.46415 -0.02 -0.01 -0.01
C 0.30204 3.79433 1.97394 0.19 0.08 0.16
H -0.99625 5.83926 4.19995 0.01 0.00 -0.01
N -2.78079 -4.00834 -1.47528 -0.14 0.04 -0.08
C -4.21578 0.74515 4.25620 0.01 0.01 -0.01
C -0.07333 5.34719 3.88082 -0.05 -0.06 -0.10
C 5.50370 2.65852 -0.58545 -0.06 0.11 -0.09
H 7.38925 3.64890 -0.33898 -0.03 0.03 0.01
C -4.31037 -2.02636 -3.96495 0.00 0.03 0.08
H -0.79941 -3.70003 3.76204 0.01 0.01 -0.01
C -3.74127 -0.48494 -1.30541 -0.03 -0.04 -0.02
C -0.46510 6.11975 1.61421 0.02 -0.02 -0.05
C 4.42484 -0.73698 3.38714 -0.07 -0.01 0.01
C -1.70560 0.60034 0.48349 -0.23 0.20 0.05
C 6.73033 2.86971 0.02301 0.03 -0.03 0.01
H 8.06612 2.23440 1.58034 0.01 -0.03 -0.01
C -2.20292 -2.27711 5.46856 -0.03 -0.03 -0.02
H -1.78248 -5.05564 0.01459 0.02 0.01 -0.01
H 1.82830 1.51046 1.63011 0.01 -0.10 0.06
H 2.92333 0.14623 -3.30392 -0.03 -0.01 0.04
C 5.03726 0.83852 0.91776 -0.04 0.11 -0.05
H -1.84362 -0.45272 0.22363 -0.04 0.10 0.04
N -3.87762 -0.58091 3.79253 0.02 -0.13 0.14
H 4.07572 -0.62288 -2.22246 -0.03 -0.01 0.00
C 3.68953 0.34130 -2.55449 0.05 -0.09 -0.13
H 2.44533 4.93011 2.77409 -0.01 -0.01 0.03
C -5.20709 -4.03572 -2.91270 -0.03 0.14 -0.01
H 5.45214 -1.07897 3.50657 0.01 0.01 -0.04
N -4.35657 -2.87138 -2.79318 0.01 -0.14 -0.01
H -4.46552 0.73024 5.32597 0.02 0.00 -0.01
H 0.41004 1.28594 2.68150 0.06 -0.09 0.03
C -3.36992 -2.79055 -1.80520 0.01 -0.12 -0.16
H -3.37701 1.42049 4.10876 -0.03 0.00 0.01
H -5.23611 -1.45184 -4.08011 0.03 0.03 -0.04
H 0.17922 6.96261 1.88713 0.00 0.01 0.01
H -4.52842 -2.55498 3.68176 -0.02 -0.03 0.00
C 2.46644 -6.12077 -2.38463 0.06 -0.06 0.12
O 1.94271 -4.88368 -2.85803 -0.06 0.05 0.05
H 2.32664 3.76955 -1.21345 0.01 -0.03 0.03
H 1.95161 -6.44979 -1.48322 -0.02 0.01 -0.01
H 3.13665 3.57073 1.85996 0.00 0.03 0.00
C -2.79900 0.66819 -1.68480 -0.12 -0.06 0.03
H 3.53139 -6.03019 -2.16434 -0.03 0.03 0.02
As 3.88853 -0.64477 1.49406 0.91 0.07 0.51
C 5.04769 -2.08446 0.85694 0.08 -0.11 -0.08
N -0.04204 3.20961 0.89862 0.08 -0.16 -0.23
H -1.00737 4.52619 -0.43761 -0.05 -0.09 0.00
C 1.79494 -3.84252 -2.01405 0.00 -0.18 -0.20
H -2.22809 -5.84050 -2.33514 -0.01 0.01 -0.01
H -4.16907 -0.26027 -0.32248 -0.05 0.07 -0.04
H -4.17980 -2.63663 -4.86728 0.03 0.01 0.00
H 4.50230 0.91697 -2.99795 0.00 0.03 0.03
N -2.10805 -2.11412 4.02749 -0.10 0.06 0.03
H -5.14483 -4.63036 -2.00642 -0.01 -0.02 0.01
S 2.18904 -3.98631 -0.38610 0.43 -0.83 0.23
H 3.76567 -1.44401 3.89094 0.01 0.00 0.00
C -4.87929 -1.59431 4.04630 0.01 0.10 -0.05
H 5.21772 3.29152 -1.41715 0.01 -0.01 0.02
H -3.02210 -1.68091 5.86380 0.01 -0.03 0.00
S 1.17158 -2.46703 -2.74657 -0.11 -0.08 -0.96
C -2.55845 -0.90861 3.48844 -0.04 -0.03 0.01
H -0.94672 -2.58810 2.38067 0.06 -0.07 -0.02
H -6.24378 -3.71306 -3.05453 0.01 -0.04 0.00
N -1.78647 -0.23394 2.73312 0.29 0.03 0.02
H -5.08261 1.13916 3.71778 0.03 0.03 -0.02
H -1.27807 -1.95511 5.96444 0.00 0.02 -0.01
C 2.57238 3.84782 2.76293 -0.05 -0.03 0.06
H -0.26534 5.87095 0.57732 0.04 0.08 0.11
Cs 0.99308 -1.13593 0.02628 -1.32 -0.17 0.66
C 4.64142 1.65655 -0.14816 -0.03 -0.05 0.11
H 6.58718 0.43718 2.35171 0.00 0.00 -0.01
H -3.32245 1.35445 -2.35517 0.04 0.04 0.00
N -3.01643 -1.73212 -1.19404 0.23 0.06 0.12
H -2.03055 3.05589 -1.77839 -0.01 -0.06 -0.03
H 0.07795 4.45507 4.47696 0.01 -0.04 0.04
H -2.39950 -3.45160 0.49510 0.03 -0.04 0.01
H 5.01313 -2.12713 -0.23117 -0.02 -0.01 0.01
H -0.63167 0.80433 0.52042 -0.27 0.27 0.09
H -0.95076 -3.58545 -0.52896 0.10 0.00 0.07
H 3.42697 3.34240 -2.55325 0.02 -0.05 0.01
H -0.54102 2.18146 -1.36524 -0.01 0.04 -0.07
N 1.27668 3.18101 2.79482 -0.24 0.13 0.00
C 1.39527 1.74642 2.61140 -0.01 0.11 -0.09
H -4.57328 -0.52482 -2.01450 -0.01 -0.01 0.06
H 4.68250 -3.03856 1.23458 -0.02 0.01 0.00
C -1.50589 2.54531 -0.96651 -0.03 0.09 0.12
As 2.91945 1.29919 -1.02895 0.52 0.73 -0.43
C -1.92932 -4.02212 -0.30379 -0.05 0.06 0.01
N -2.34673 1.44218 -0.53233 0.08 0.01 0.01
```
Positions in Å, forces in eV/Å.

Entry 2:
# CH3NO3S

A cluster of 2 separate species, CH3NO3S in total at a distorted geometry (ωB97M-V with the def2-TZVPD basis set, the OMol25 dataset).

Output
DFT total energy ... -718.456757 Ha
Structure (SMILES) ... O=CO.O=NS
Gap between HOMO and LUMO ... 9.12 eV

```
9
Properties=species:S:1:pos:R:3:forces:R:3
H -1.66771 -2.03629 -0.10874 -1.42 -0.65 -1.34
O -0.37086 -1.19483 0.96904 -0.66 2.60 0.03
H -0.20771 -2.10900 1.09485 0.20 -1.40 0.01
C -1.45762 -1.01393 0.13503 2.28 -2.43 2.05
O -1.96926 0.00041 -0.11271 -0.71 1.60 -0.57
O 1.59622 0.11913 -0.42913 -1.04 2.22 0.39
H 2.05437 2.60710 -1.31141 -0.28 -0.14 0.52
S 1.12332 2.62483 -0.29349 0.52 0.61 -0.89
N 0.89925 1.00258 0.05655 1.11 -2.41 -0.20
```
Positions in Å, forces in eV/Å.

Entry 3:
# C20H23N3O7S2

An isolated molecule of C20H23N3O7S2 at a distorted geometry (ωB97M-V with the def2-TZVPD basis set, the OMol25 dataset).

Output
DFT total energy ... -2263.242411 Ha
Structure (SMILES) ... COC(=O)c1ccc(S(=O)(=O)NNC(=O)c2ccc(S(=O)(=O)N3CCCCC3)cc2)cc1
Gap between HOMO and LUMO ... 9.20 eV

```
55
Properties=species:S:1:pos:R:3:forces:R:3
C -3.69890 -2.23086 0.63940 0.12 -0.03 -0.08
H 0.72012 -1.01210 1.42287 0.01 -0.13 0.09
H -1.57197 -0.35635 2.19888 -0.03 -0.06 0.03
N -3.97224 2.17587 0.39219 0.02 0.31 -0.29
H 3.82675 2.35009 1.46150 -0.09 -0.05 -0.01
C 5.59240 0.84261 -0.92507 0.01 0.30 0.13
O -0.45853 -2.93316 -0.80577 -0.14 0.25 -0.23
O -5.67960 1.56054 -1.93916 0.31 -0.01 -0.01
H 0.61754 -4.36902 0.22593 0.06 0.06 -0.14
C -1.08047 0.16930 1.39436 -0.17 0.28 0.00
H -3.61923 0.31867 -2.24921 0.09 0.06 -0.10
H 2.77648 0.94034 1.71543 0.06 0.14 0.20
O -3.65158 0.85706 2.17039 0.12 0.05 0.00
H 0.61558 2.07860 -1.48391 -0.02 0.16 -0.11
S 2.36502 0.01203 -0.71953 -0.33 0.45 0.20
H 5.14815 0.53169 2.48494 -0.03 -0.03 0.04
H -3.70264 -2.94994 1.44414 -0.01 -0.04 0.07
H -5.60057 -1.33923 1.12496 -0.05 -0.04 0.15
O 2.29756 0.01907 -2.15002 0.03 0.24 -0.14
H 0.88451 -4.28555 -1.54186 -0.04 0.03 0.04
H 6.89417 0.25635 0.69784 0.04 0.07 0.03
H 6.31324 1.92302 0.79308 0.09 0.04 0.02
C -2.56280 -1.28762 -1.27525 -0.06 -0.16 0.12
S -5.88858 0.89542 -0.68913 0.16 0.02 0.24
C 3.64012 1.31322 1.16117 0.06 -0.26 0.62
H -5.57320 1.70680 1.43921 -0.01 -0.08 -0.03
H 1.56206 -3.01728 -0.48209 -0.16 -0.14 -0.04
H -1.63848 2.76681 -0.72352 -0.03 0.09 -0.10
O 2.75078 -1.21558 -0.07286 -0.02 0.27 0.24
C -4.67525 -0.42666 -0.56354 -0.46 0.45 -0.22
C -2.59631 -2.18655 -0.21245 -0.20 0.12 -0.12
N 3.27442 1.32635 -0.24076 -0.68 -0.67 -0.41
C -1.14717 1.92709 -0.25685 -0.01 -0.14 0.16
C 0.72886 -3.70547 -0.63295 0.38 -0.32 0.20
H 5.34178 -0.18579 -1.19364 0.07 -0.05 -0.08
C -3.60952 -0.40032 -1.44483 0.01 -0.04 -0.19
C 0.76274 0.49660 -0.07770 0.38 -0.20 -0.05
C -1.76400 1.21344 0.77018 0.50 -0.24 0.09
C 0.11880 1.56277 -0.67807 -0.03 0.11 -0.15
H -3.70284 2.48232 -0.53134 0.15 0.02 0.17
C 0.18397 -0.19310 0.96946 0.14 -0.07 -0.01
C 6.02707 0.89901 0.53791 -0.08 -0.26 -0.06
H 4.62313 -0.58788 1.21443 0.05 0.00 0.10
C -3.17751 1.39448 1.18598 -0.25 0.08 0.27
O -7.19736 0.46852 -0.31664 0.08 -0.11 0.35
N -5.35744 2.02200 0.49509 -0.39 -0.39 -0.40
C -4.74617 -1.34302 0.46723 -0.06 -0.12 0.01
C -1.44311 -3.09149 0.07525 -0.09 -0.16 0.22
O -1.41526 -3.85074 1.01197 -0.02 0.07 -0.03
C 4.35389 1.71267 -1.12872 0.34 -0.18 -0.65
H -1.71225 -1.27208 -1.93770 0.07 0.03 -0.06
H 3.97088 1.61414 -2.14458 0.16 0.20 0.00
H 6.39450 1.18738 -1.57916 0.00 -0.05 -0.06
C 4.87312 0.45119 1.43225 0.05 0.21 0.00
H 4.58537 2.76435 -0.92975 -0.07 -0.04 0.00
```
Positions in Å, forces in eV/Å.

Question: gap between HOMO and LUMO of number 1 (C33H67As2CsN10OS2)?
Answer: 7.30 eV

Question: The lowest DFT total energy belongs to which entry?
Answer: C33H67As2CsN10OS2